# C41H50Cl4N10

C41H50Cl4N10 as an isolated structure in a non-equilibrium geometry (ωB97M-V/def2-TZVPD, OMol25).

```
! wB97M-V def2-TZVPD RIJCOSX def2/J DEFGRID3
* xyz 0 1
N -0.391 -4.993 -0.081
C 0.511 -4.005 -0.450
C 0.107 -3.620 -1.707
C -0.869 -4.483 -2.210
C -1.149 -5.347 -1.173
H -0.568 -5.412 0.821
H 1.199 -3.631 0.293
H 0.400 -2.770 -2.305
H -1.294 -4.441 -3.202
H -1.926 -6.092 -1.080
N 3.808 3.708 0.721
C 3.041 2.653 1.145
C 3.511 1.507 0.578
C 4.540 1.827 -0.280
C 4.757 3.241 -0.167
H 3.662 4.605 1.161
H 2.151 2.687 1.757
H 3.020 0.546 0.566
H 5.151 1.135 -0.842
H 5.397 3.872 -0.766
N -1.098 -2.716 1.775
C -1.775 -2.454 0.636
C -3.107 -2.212 0.898
C -3.304 -2.327 2.269
C -2.032 -2.538 2.814
H -0.118 -2.926 1.900
H -1.289 -2.623 -0.313
H -3.888 -1.974 0.191
H -4.204 -2.186 2.848
H -1.734 -2.763 3.828
N 1.286 0.642 1.508
C 2.150 -0.035 2.328
C 2.245 0.727 3.458
C 1.281 1.767 3.377
C 0.783 1.766 2.110
H 1.249 0.512 0.507
H 2.661 -0.912 1.961
H 2.895 0.500 4.290
H 1.001 2.347 4.244
H 0.068 2.417 1.630
N -3.515 -0.366 -1.742
C -2.609 -1.180 -1.198
C -2.596 -2.281 -1.997
C -3.580 -2.217 -2.962
C -4.183 -1.003 -2.732
H -3.690 0.559 -1.376
H -2.048 -0.892 -0.321
H -1.890 -3.075 -1.803
H -3.685 -3.034 -3.660
H -4.973 -0.503 -3.273
N -2.360 -0.223 1.917
C -2.024 0.646 0.950
C -2.026 1.953 1.491
C -2.519 1.809 2.774
C -2.728 0.455 2.986
H -2.334 -1.229 1.831
H -1.780 0.369 -0.065
H -1.703 2.836 0.960
H -2.804 2.599 3.453
H -3.074 -0.215 3.760
N 0.149 2.996 -0.755
C 0.068 3.907 0.279
C -0.933 4.794 -0.076
C -1.581 4.364 -1.214
C -0.963 3.168 -1.620
H 0.830 2.254 -0.835
H 0.840 4.014 1.026
H -1.121 5.656 0.547
H -2.436 4.826 -1.686
H -1.132 2.482 -2.437
N 3.003 2.909 -1.716
C 2.133 3.674 -2.440
C 1.902 3.059 -3.648
C 2.633 1.843 -3.657
C 3.301 1.821 -2.491
H 3.284 3.137 -0.773
H 1.778 4.621 -2.060
H 1.267 3.390 -4.456
H 2.620 1.021 -4.357
H 3.941 1.036 -2.115
N 0.350 -2.656 3.921
C 0.426 -3.975 3.528
C 1.003 -4.037 2.268
C 1.374 -2.713 1.990
C 0.922 -1.913 2.992
H -0.164 -2.321 4.723
H -0.036 -4.723 4.155
H 1.249 -4.945 1.738
H 1.821 -2.373 1.068
H 0.886 -0.839 3.094
N -0.258 -0.650 -0.402
C 1.054 -1.034 -0.255
C 1.893 -0.053 -0.866
C 0.993 0.947 -1.341
C -0.282 0.578 -1.033
H -1.124 -1.123 -0.186
H 1.260 -2.015 0.147
H 2.973 -0.038 -0.896
H 1.284 1.831 -1.888
H -1.241 1.007 -1.282
C -1.179 0.993 -4.189
Cl -2.593 0.992 -3.042
Cl -1.444 2.261 -5.433
Cl 0.296 1.388 -3.227
Cl -1.054 -0.565 -5.130
*
```

Its total energy is -108284.7380 eV. The value obtained for the frontier orbital gap is 7.485 eV.

Results of the Mulliken charge analysis, in e, for atoms 1 through 99: 0.220, -1.241, -0.857, 0.372, -1.057, 0.324, 1.314, 0.439, 0.669, 0.401, 0.101, -1.017, 0.476, -1.584, -0.507, 0.328, 1.013, 0.961, 0.856, 0.381, 0.215, 0.504, -0.672, -0.675, -0.031, 0.232, -0.289, 0.735, 0.527, 0.634, 0.519, -0.988, -1.473, -1.124, -1.010, 0.822, 0.924, 0.496, 0.463, 0.046, -0.046, 1.539, 0.499, -0.886, -0.915, 0.493, -1.002, -0.174, 0.515, 0.459, -0.224, -0.269, -0.080, -2.092, -0.459, -0.454, -1.309, 1.489, 0.449, 0.440, 2.451, -1.154, -1.081, -1.572, 0.465, -1.828, 0.399, 0.460, 0.460, -0.363, -0.185, -0.740, -0.809, -0.689, -0.288, 0.394, 0.452, 0.616, 0.508, 0.426, 0.031, -0.755, 0.091, -0.289, -0.494, 0.305, 0.339, 0.908, 1.544, 0.699, 2.024, -0.329, -2.752, 2.702, 0.372, -0.355, -1.500, 1.470, -1.192